# C42H84Br6N6O6

A structure of composition C42H84Br6N6O6 (wB97M-V/def2-TZVPD, OMol25).

## Properties
2S+1: 5
Highest occupied orbital energy (alpha / beta) in eV: -9.1 / -9.2
LUMO level (alpha / beta) in eV: -0.41 / -1.27
Strongest force on any atom in eV/A: 6.87
Total energy in Ha: -17874.29691

Positions of all 144 atoms, in Å:
C1 -6.1479 -15.6685 -29.1265
Br1 -4.7665 -16.9249 -28.5256
Br2 -7.7222 -15.8371 -27.8996
Br3 -6.6452 -16.1586 -31.0282
H1 -5.7104 -14.6701 -29.1289
C2 -7.8896 -11.7536 -31.2233
Br4 -7.8599 -12.7034 -29.5284
Br5 -9.2076 -10.3143 -31.1731
Br6 -8.3117 -12.9272 -32.8242
H2 -6.8593 -11.3977 -31.2191
C3 -10.1643 -14.0693 -36.6298
C4 -9.0060 -15.0088 -36.7024
C5 -7.6202 -14.3338 -36.2227
C6 -6.4766 -15.3330 -36.0803
C7 -6.9081 -16.4075 -35.0593
C8 -8.2024 -17.1051 -35.4709
N1 -9.3243 -16.2353 -35.8782
O1 -10.5889 -16.9300 -36.1666
C9 -7.8631 -18.2066 -36.4574
C10 -8.4591 -17.8592 -34.2086
C11 -8.7352 -15.3552 -38.1088
H3 -10.9888 -14.6070 -37.0980
H4 -10.0358 -13.1271 -37.1626
H5 -10.6171 -13.9725 -35.6430
H6 -7.1902 -13.6779 -36.9797
H7 -7.7950 -13.7764 -35.3024
H8 -5.6546 -14.7259 -35.7011
H9 -6.0833 -15.7022 -37.0274
H10 -6.9194 -15.9371 -34.0762
H11 -6.1067 -17.1439 -34.9985
H12 -8.7207 -18.7603 -36.8394
H13 -7.4702 -17.7990 -37.3888
H14 -7.0966 -18.9212 -36.1577
H15 -8.9039 -17.2426 -33.4275
H16 -9.0496 -18.7750 -34.1851
H17 -7.5140 -18.2208 -33.8036
H18 -7.9496 -16.0629 -38.3732
H19 -8.2860 -14.4676 -38.5544
H20 -9.6213 -15.5812 -38.7021
C12 -3.0899 -15.0190 -32.0750
C13 -2.3580 -13.8086 -31.4578
C14 -0.9709 -13.5880 -32.2069
C15 -1.0789 -13.0091 -33.6486
C16 -2.0103 -11.7424 -33.6175
C17 -3.3625 -11.8683 -32.8228
N2 -3.1488 -12.5018 -31.4754
O2 -4.3617 -12.6129 -30.6852
C18 -3.9246 -10.4145 -32.6909
C19 -4.4658 -12.6751 -33.7461
C20 -1.9837 -14.2377 -30.0453
H21 -2.8566 -15.9355 -31.5331
H22 -2.6947 -15.2054 -33.0736
H23 -4.1773 -15.0397 -32.1474
H24 -0.4000 -12.8911 -31.5933
H25 -0.2355 -14.3924 -32.1934
H26 -1.5615 -13.7725 -34.2589
H27 -0.1000 -12.8336 -34.0948
H28 -2.1325 -11.3483 -34.6264
H29 -1.3945 -10.9917 -33.1222
H30 -3.4114 -9.9400 -31.8545
H31 -3.8753 -9.8149 -33.5999
H32 -4.9680 -10.4702 -32.3808
H33 -5.4238 -12.8362 -33.2518
H34 -4.6778 -12.0474 -34.6117
H35 -4.0593 -13.5956 -34.1651
H36 -2.8349 -14.2463 -29.3644
H37 -1.3692 -13.5355 -29.4819
H38 -1.5156 -15.2184 -29.9604
C21 -15.8830 -12.2715 -36.0978
C22 -15.2654 -12.5183 -34.6816
C23 -14.9550 -14.0528 -34.5899
C24 -14.0464 -14.4957 -33.4408
C25 -12.8131 -13.7025 -33.4272
C26 -13.0048 -12.2178 -33.4543
N3 -13.9703 -11.7809 -34.5444
O3 -14.1860 -10.2826 -34.6448
C27 -13.3682 -11.8370 -32.0419
C28 -11.6730 -11.6086 -33.7774
C29 -16.3602 -12.0802 -33.6639
H39 -16.8203 -12.8262 -36.1423
H40 -15.2536 -12.5346 -36.9479
H41 -16.0386 -11.1973 -36.1977
H42 -15.9204 -14.5522 -34.5069
H43 -14.6152 -14.4612 -35.5416
H44 -13.6792 -15.5004 -33.6499
H45 -14.4619 -14.4361 -32.4348
H46 -12.2642 -13.9572 -34.3338
H47 -12.1312 -13.9478 -32.6130
H48 -13.2477 -10.7631 -31.8990
H49 -14.3413 -12.1553 -31.6679
H50 -12.7076 -12.3831 -31.3685
H51 -10.8942 -12.0374 -33.1468
H52 -11.3984 -11.9032 -34.7903
H53 -11.7303 -10.5260 -33.6641
H54 -15.9822 -12.5355 -32.7485
H55 -17.2597 -12.6111 -33.9756
H56 -16.4592 -11.0116 -33.4734
C30 -14.4372 -10.4384 -28.2863
C31 -13.1486 -10.3397 -27.3826
C32 -12.1385 -11.2631 -28.1001
C33 -10.7908 -11.2367 -27.4245
C34 -10.2562 -9.8156 -27.3662
C35 -11.2268 -8.7294 -26.8724
N4 -12.6866 -8.9242 -27.2908
O4 -13.6562 -7.8652 -26.7690
C36 -10.9560 -8.4745 -25.4102
C37 -10.6992 -7.4896 -27.5418
C38 -13.5313 -10.9862 -26.0882
H57 -14.2403 -10.0930 -29.3012
H58 -15.1982 -9.7139 -27.9963
H59 -14.8712 -11.4372 -28.3310
H60 -12.4311 -12.3036 -28.2408
H61 -12.0336 -10.8806 -29.1154
H62 -10.1319 -11.9534 -27.9148
H63 -10.7826 -11.6427 -26.4130
H64 -9.8965 -9.6250 -28.3773
H65 -9.3413 -10.0238 -26.8115
H66 -11.5852 -7.6933 -24.9837
H67 -10.8414 -9.2838 -24.6891
H68 -9.9654 -8.0261 -25.3343
H69 -9.6549 -7.3083 -27.2878
H70 -10.8387 -7.6259 -28.6143
H71 -11.2566 -6.5767 -27.3322
H72 -13.7148 -10.2579 -25.2982
H73 -12.7538 -11.6889 -25.7884
H74 -14.4400 -11.5639 -26.2569
O5 -4.9995 -8.5961 -27.1760
C39 -5.0133 -8.2691 -28.4041
N5 -4.2250 -7.2967 -28.7799
C40 -5.8871 -8.9058 -29.4843
H75 -3.5865 -6.9126 -28.0981
H76 -4.3528 -6.7794 -29.6378
H77 -6.1994 -8.2128 -30.2654
H78 -6.7617 -9.3673 -29.0259
H79 -5.3637 -9.8196 -29.7658
O6 -6.8737 -12.7212 -26.1327
C41 -6.1568 -11.7181 -26.0409
N6 -5.4173 -11.3748 -27.0808
C42 -6.0856 -10.9405 -24.7866
H80 -4.7328 -10.6390 -26.9804
H81 -5.4830 -11.8194 -27.9854
H82 -7.0473 -10.4620 -24.6017
H83 -5.2112 -10.2909 -24.8272
H84 -5.9461 -11.5512 -23.8946

These are the Mulliken partial charges, in e, on atoms 1 to 99: atom 1 (C): -0.040, atom 2 (Br): -0.072, atom 3 (Br): -0.025, atom 4 (Br): 0.129, atom 5 (H): -0.079, atom 6 (C): 0.595, atom 7 (Br): 0.145, atom 8 (Br): 0.020, atom 9 (Br): 0.217, atom 10 (H): -0.733, atom 11 (C): -2.054, atom 12 (C): 2.277, atom 13 (C): -0.748, atom 14 (C): -0.397, atom 15 (C): -0.683, atom 16 (C): 1.645, atom 17 (N): 0.676, atom 18 (O): -0.507, atom 19 (C): -1.824, atom 20 (C): -1.643, atom 21 (C): -1.869, atom 22 (H): 0.472, atom 23 (H): 0.458, atom 24 (H): 0.193, atom 25 (H): 0.532, atom 26 (H): -0.458, atom 27 (H): -0.069, atom 28 (H): 0.420, atom 29 (H): -0.292, atom 30 (H): 0.567, atom 31 (H): 0.416, atom 32 (H): 0.327, atom 33 (H): 0.399, atom 34 (H): 0.353, atom 35 (H): 0.347, atom 36 (H): 0.370, atom 37 (H): 0.287, atom 38 (H): 0.445, atom 39 (H): 0.318, atom 40 (C): -1.303, atom 41 (C): 1.800, atom 42 (C): -1.496, atom 43 (C): -0.616, atom 44 (C): -1.476, atom 45 (C): 1.707, atom 46 (N): 0.017, atom 47 (O): 0.202, atom 48 (C): -1.625, atom 49 (C): -1.653, atom 50 (C): -1.696, atom 51 (H): 0.421, atom 52 (H): 0.302, atom 53 (H): -0.052, atom 54 (H): 0.483, atom 55 (H): 0.366, atom 56 (H): 0.248, atom 57 (H): 0.471, atom 58 (H): 0.426, atom 59 (H): 0.449, atom 60 (H): 0.495, atom 61 (H): 0.430, atom 62 (H): 0.037, atom 63 (H): 0.299, atom 64 (H): 0.617, atom 65 (H): 0.230, atom 66 (H): 0.210, atom 67 (H): 0.379, atom 68 (H): 0.430, atom 69 (C): -1.779, atom 70 (C): 1.392, atom 71 (C): -1.407, atom 72 (C): -0.999, atom 73 (C): -1.020, atom 74 (C): 2.299, atom 75 (N): 0.232, atom 76 (O): -0.463, atom 77 (C): -1.779, atom 78 (C): -1.364, atom 79 (C): -1.368, atom 80 (H): 0.401, atom 81 (H): 0.413, atom 82 (H): 0.401, atom 83 (H): 0.435, atom 84 (H): 0.468, atom 85 (H): 0.447, atom 86 (H): 0.420, atom 87 (H): -0.169, atom 88 (H): 0.531, atom 89 (H): 0.485, atom 90 (H): 0.184, atom 91 (H): 0.344, atom 92 (H): -0.389, atom 93 (H): 0.522, atom 94 (H): 0.537, atom 95 (H): 0.324, atom 96 (H): 0.421, atom 97 (H): 0.283, atom 98 (C): -1.856, atom 99 (C): 1.873